{
  "formula": "C6H12",
  "method": "ωB97M-V/def2-TZVPD",
  "symbols": ["C", "C", "C", "C", "C", "C", "H", "H", "H", "H", "H", "H", "H", "H", "H", "H", "H", "H"],
  "xyz": [[-0.57641, -0.98316, 1.57437], [0.14407, -0.52048, 0.31417], [1.62996, -0.91376, 0.24292], [-0.08560, 0.91240, -0.09924], [-0.03595, 1.20644, -1.57401], [-1.35103, 1.20372, -0.84231], [-1.65581, -0.94255, 1.39399], [-0.30794, -2.02994, 1.76366], [-0.34148, -0.40298, 2.47377], [-0.33048, -1.11357, -0.48638], [1.60401, -1.56817, -0.61940], [2.32244, -0.08858, 0.03087], [2.00301, -1.48074, 1.10816], [0.31084, 1.68761, 0.55773], [0.36689, 2.15812, -1.90710], [0.17157, 0.37720, -2.24866], [-2.00822, 0.35370, -1.01491], [-1.85986, 2.14474, -0.66766]],
  "lumo_energy_ha": 0.0453,
  "smiles": "CC(C)C1CC1",
  "de_lowest_kcal_mol": 30.0,
  "homo_lumo_gap_ev": 11.343,
  "multiplicity": 1
}

{
  "formula": "C44H120N8O12",
  "method": "ωB97M-V/def2-TZVPD",
  "symbols": ["C", "C", "C", "O", "C", "N", "H", "H", "H", "H", "H", "H", "H", "H", "H", "H", "H", "C", "C", "C", "O", "C", "N", "H", "H", "H", "H", "H", "H", "H", "H", "H", "H", "H", "C", "C", "C", "O", "C", "N", "H", "H", "H", "H", "H", "H", "H", "H", "H", "H", "H", "C", "C", "C", "O", "C", "N", "H", "H", "H", "H", "H", "H", "H", "H", "H", "H", "H", "C", "C", "C", "O", "C", "N", "H", "H", "H", "H", "H", "H", "H", "H", "H", "H", "H", "C", "C", "C", "O", "C", "N", "H", "H", "H", "H", "H", "H", "H", "H", "H", "H", "H", "C", "C", "C", "O", "C", "N", "H", "H", "H", "H", "H", "H", "H", "H", "H", "H", "H", "C", "C", "C", "O", "C", "N", "H", "H", "H", "H", "H", "H", "H", "H", "H", "H", "H", "C", "C", "C", "O", "H", "H", "H", "H", "H", "H", "H", "H", "C", "C", "C", "O", "H", "H", "H", "H", "H", "H", "H", "H", "C", "C", "C", "O", "H", "H", "H", "H", "H", "H", "H", "H", "C", "C", "C", "O", "H", "H", "H", "H", "H", "H", "H", "H"],
  "xyz": [[5.09838, -5.58882, 22.65782], [5.18548, -5.72449, 21.14126], [4.59607, -4.50927, 20.44585], [5.28716, -3.30425, 20.83250], [4.96228, -2.07133, 20.17385], [6.58952, -5.84235, 20.77913], [5.88760, -4.92230, 23.00388], [5.27869, -6.56935, 23.10682], [4.13404, -5.22183, 23.02678], [4.61311, -6.60079, 20.79197], [3.53065, -4.43216, 20.75235], [4.62888, -4.62319, 19.35250], [5.38867, -2.09795, 19.15423], [5.44694, -1.27022, 20.73071], [3.88167, -1.86971, 20.08242], [7.11720, -6.27539, 21.54064], [6.95025, -4.87879, 20.80153], [14.47487, -4.69005, 24.64148], [13.38564, -3.64662, 24.90693], [13.69351, -2.77234, 26.18329], [14.79404, -1.91187, 25.90699], [15.23585, -1.11597, 26.99041], [13.28833, -2.81310, 23.70803], [14.26806, -5.15194, 23.67148], [14.52025, -5.49567, 25.38678], [15.46017, -4.20689, 24.57986], [12.42232, -4.15023, 25.08665], [13.95596, -3.44652, 27.02161], [12.81800, -2.16024, 26.46714], [14.40899, -0.51213, 27.40556], [15.98566, -0.44151, 26.58317], [15.66747, -1.72039, 27.80280], [13.36279, -3.37787, 22.86691], [14.08452, -2.17279, 23.73051], [8.73279, -7.63261, 16.50298], [8.45736, -6.88833, 17.80250], [9.10287, -5.51814, 18.00847], [8.47415, -4.69018, 17.05087], [8.10153, -3.43526, 17.57321], [7.02590, -6.73520, 17.93163], [8.12422, -8.52780, 16.44452], [9.78880, -7.90848, 16.39608], [8.45762, -6.97994, 15.66657], [8.77582, -7.52243, 18.64898], [10.20871, -5.50228, 17.88312], [8.84880, -5.17217, 19.02744], [8.99668, -2.81743, 17.72655], [7.58255, -3.52842, 18.54555], [7.45218, -2.94934, 16.84768], [6.81591, -6.56467, 18.92433], [6.73131, -5.90352, 17.43197], [14.96062, -1.22675, 19.61576], [15.39176, -1.75311, 20.94475], [15.06927, -3.25662, 20.99900], [13.65615, -3.56847, 21.14898], [12.96703, -4.00570, 19.97596], [16.82976, -1.53371, 21.11900], [15.17720, -0.15512, 19.54824], [13.88087, -1.33246, 19.51414], [15.46297, -1.74439, 18.79409], [14.79125, -1.23037, 21.71512], [15.56236, -3.71439, 21.85911], [15.46185, -3.72083, 20.07805], [11.91864, -4.14335, 20.25644], [13.41962, -4.95199, 19.63651], [13.01509, -3.28311, 19.16187], [17.07103, -0.57272, 20.89280], [17.06039, -1.67319, 22.10147], [11.45024, -11.87714, 20.40749], [11.90997, -10.70862, 21.28881], [11.76984, -10.88270, 22.80661], [10.42219, -10.69608, 23.19597], [10.20211, -11.04380, 24.56130], [13.31582, -10.53884, 21.00073], [11.57448, -11.59789, 19.35923], [10.40800, -12.15818, 20.55622], [12.07090, -12.75667, 20.61509], [11.38928, -9.78135, 21.00597], [12.41758, -10.15288, 23.32726], [12.10173, -11.90814, 23.08897], [10.70642, -10.34764, 25.25012], [10.55006, -12.07037, 24.78415], [9.12884, -10.98415, 24.72874], [13.75596, -11.46139, 20.97940], [13.40770, -10.20949, 20.04509], [7.27915, -5.21741, 25.86062], [7.80119, -3.93580, 25.23673], [7.97448, -2.71806, 26.20704], [8.90563, -2.95861, 27.30888], [10.11741, -2.17962, 27.33684], [9.13588, -4.21392, 24.69796], [8.03881, -5.60495, 26.55594], [7.11958, -5.98259, 25.10058], [6.35773, -5.06853, 26.42486], [7.12728, -3.61157, 24.42033], [7.01923, -2.43754, 26.67565], [8.33590, -1.87104, 25.59208], [10.61050, -2.23773, 26.35704], [10.76639, -2.60024, 28.10313], [9.91512, -1.12182, 27.56515], [9.69370, -4.49167, 25.51910], [9.54134, -3.32840, 24.35337], [3.10056, -11.02484, 23.64858], [4.09903, -10.69284, 24.73357], [5.14713, -9.66576, 24.24820], [6.16678, -10.30787, 23.48149], [7.29904, -9.50858, 23.15136], [3.39383, -10.16649, 25.91970], [3.62194, -11.32349, 22.73464], [2.48122, -10.15019, 23.43058], [2.43583, -11.84293, 23.94539], [4.67015, -11.60853, 24.99286], [5.59846, -9.17513, 25.13538], [4.65437, -8.86995, 23.65937], [7.75213, -9.07222, 24.05600], [7.05818, -8.67798, 22.46220], [8.02050, -10.17843, 22.69233], [4.12152, -10.00605, 26.63642], [2.85021, -10.94903, 26.29600], [8.59091, -1.13400, 22.18830], [9.94757, -1.83732, 22.18868], [10.95398, -1.20379, 21.18547], [10.62251, -1.57489, 19.84936], [10.53131, -0.53640, 18.88505], [10.50820, -1.83003, 23.54585], [8.66087, -0.11397, 22.58088], [7.89885, -1.68965, 22.83301], [8.17732, -1.09267, 21.17676], [9.79089, -2.88925, 21.89038], [11.97550, -1.55245, 21.41063], [10.92816, -0.10041, 21.31234], [10.19400, -0.96934, 17.94010], [11.51326, -0.05883, 18.73138], [9.81883, 0.24992, 19.18264], [11.39634, -2.36961, 23.53295], [10.86759, -0.88661, 23.73649], [11.24746, -8.06954, 28.57762], [11.66497, -6.60547, 28.57005], [12.76890, -6.39679, 27.55976], [10.54149, -5.87416, 28.09088], [10.89684, -8.29176, 27.55717], [10.42125, -8.26190, 29.27055], [12.07245, -8.75396, 28.83242], [11.96611, -6.24358, 29.56753], [13.71852, -6.77463, 27.95108], [12.88645, -5.34562, 27.29698], [12.53132, -6.95171, 26.64894], [9.88568, -5.78951, 28.78967], [7.78013, -8.78983, 27.24674], [7.63450, -10.30024, 27.30497], [8.72075, -11.02257, 28.11078], [6.38306, -10.61794, 27.87297], [7.89132, -8.35943, 28.24683], [6.91238, -8.33885, 26.76061], [8.66713, -8.54438, 26.65400], [7.66066, -10.67519, 26.26267], [8.62214, -10.83542, 29.19915], [9.72256, -10.69809, 27.79194], [8.67185, -12.10845, 27.91806], [6.35459, -11.57058, 27.99741], [16.47450, -8.77655, 21.32222], [15.53802, -7.87015, 22.08089], [14.86281, -6.90864, 21.13054], [14.54341, -8.60088, 22.76231], [15.91571, -9.27615, 20.51383], [16.92801, -9.53168, 21.96053], [17.27261, -8.18674, 20.86044], [16.10265, -7.31903, 22.85443], [14.22779, -6.21279, 21.68096], [14.22570, -7.47669, 20.43583], [15.57415, -6.33529, 20.53025], [14.07658, -9.16915, 22.09532], [10.67099, -6.04305, 21.75524], [9.80908, -6.95821, 22.60997], [10.56845, -7.34866, 23.88351], [8.55710, -6.34893, 22.90166], [10.93098, -5.12724, 22.30285], [10.10686, -5.75236, 20.86383], [11.60133, -6.53560, 21.44211], [9.58402, -7.87220, 22.03826], [9.98609, -8.08577, 24.45295], [10.78446, -6.48459, 24.52745], [11.52234, -7.81495, 23.60873], [8.76049, -5.56165, 23.51445]],
  "lumo_energy_ha": 0.0207,
  "smiles": "COC[C@H](C)N.COC[C@H](C)N.COC[C@H](C)N.COC[C@H](C)N.COC[C@H](C)N.COC[C@H](C)N.COC[C@H](C)N.COC[C@H](C)N.CC(C)O.CC(C)O.CC(C)O.CC(C)O",
  "de_lowest_kcal_mol": 0.0,
  "homo_lumo_gap_ev": 8.616,
  "multiplicity": 1
}

{
  "formula": "C30H27AsIrNOS9",
  "method": "ωB97M-V/def2-TZVPD",
  "symbols": ["Ir", "S", "C", "S", "C", "C", "S", "S", "S", "O", "C", "S", "C", "C", "S", "S", "S", "C", "C", "C", "C", "C", "C", "As", "N", "C", "C", "C", "C", "C", "C", "C", "C", "C", "C", "C", "C", "C", "C", "C", "C", "C", "C", "H", "H", "H", "H", "H", "H", "H", "H", "H", "H", "H", "H", "H", "H", "H", "H", "H", "H", "H", "H", "H", "H", "H", "H", "H", "H", "H"],
  "xyz": [[2.26965, 1.50171, -0.58131], [8.24522, -2.64462, -0.53820], [6.90363, -1.68628, -0.56963], [5.37675, -2.20061, -1.18490], [4.50787, -0.71130, -0.90912], [5.20552, 0.29294, -0.32938], [4.50531, 1.83523, 0.04145], [6.87679, -0.06400, 0.02774], [2.83980, -0.55850, -1.35792], [0.93703, 8.20405, -0.63226], [1.18542, 7.03210, -0.60513], [1.53429, 6.07213, -2.06167], [1.75845, 4.54939, -1.23422], [1.62255, 4.54632, 0.12932], [1.88642, 3.12421, 1.02341], [1.22708, 6.06771, 0.88924], [2.18938, 3.13814, -2.08183], [2.29002, -5.59228, 0.35552], [1.66124, -4.23373, 0.50825], [0.64007, -3.81282, -0.32967], [0.07965, -2.54321, -0.22597], [-0.99197, -2.16010, -1.20559], [0.53918, -1.66972, 0.76398], [0.06608, 0.24072, 0.88985], [0.29871, 0.83208, -0.82609], [-0.48557, 0.93539, -1.95677], [-1.89267, 0.94356, -1.93150], [-2.63250, 1.01675, -3.10030], [-2.01646, 1.08926, -4.34167], [-0.62879, 1.07822, -4.38616], [0.12180, 0.99916, -3.22638], [-1.87242, 0.31577, 1.36569], [-2.68023, -0.75555, 1.77148], [-2.18266, -2.15708, 2.03306], [-4.04059, -0.53468, 1.99881], [-4.62152, 0.71444, 1.87972], [-6.09563, 0.92128, 2.09871], [-3.78948, 1.78387, 1.57607], [-2.43448, 1.61040, 1.33220], [-1.61109, 2.83427, 1.03184], [1.55558, -2.08768, 1.63611], [2.15274, -1.19536, 2.69843], [2.09993, -3.35863, 1.49137], [1.79221, -6.17141, -0.42197], [2.23908, -6.15807, 1.28774], [3.34445, -5.50171, 0.08633], [0.27720, -4.48288, -1.10313], [-1.47882, -3.05098, -1.60565], [-0.57026, -1.60323, -2.04348], [-1.75381, -1.52295, -0.75498], [-2.41316, 0.88603, -0.98909], [-3.71465, 1.01963, -3.03200], [-2.60153, 1.14151, -5.25070], [-0.11643, 1.12125, -5.34033], [1.19923, 0.94478, -3.28845], [-1.19857, -2.16833, 2.49490], [-2.11026, -2.74699, 1.11854], [-2.87862, -2.66346, 2.70282], [-4.65761, -1.37884, 2.29121], [-6.59412, -0.01838, 2.33581], [-6.56647, 1.33831, 1.20641], [-6.27935, 1.61848, 2.91870], [-4.20439, 2.78564, 1.52319], [-2.21828, 3.73368, 1.13322], [-1.19852, 2.81173, 0.02111], [-0.76462, 2.91138, 1.71603], [1.43321, -0.50755, 3.13818], [2.95455, -0.58356, 2.27208], [2.57953, -1.80150, 3.49836], [2.89994, -3.66554, 2.15856]],
  "total_charge": -1,
  "lumo_energy_ha": [0.0566, 0.0184],
  "de_lowest_kcal_mol": 0.0,
  "s_squared": 0.762,
  "homo_lumo_gap_ev": [6.003, 5.052],
  "multiplicity": 2
}

{
  "formula": "C5H11NO",
  "method": "ωB97M-V/def2-TZVPD",
  "symbols": ["C", "O", "C", "C", "N", "C", "C", "H", "H", "H", "H", "H", "H", "H", "H", "H", "H", "H"],
  "xyz": [[2.89326, 0.59367, -0.21221], [1.62570, 0.95771, 0.09801], [0.74764, -0.01912, -0.15038], [-0.26105, -0.24254, 0.94207], [-1.19452, -0.61147, -0.11777], [-2.58398, -0.57866, 0.12248], [-0.48662, 0.33123, -1.02953], [3.69730, 1.30428, -0.00475], [2.93192, 0.41442, -1.30832], [3.00205, -0.41321, 0.22402], [0.33647, -1.29560, -0.56505], [-0.15712, -1.03714, 1.68578], [-0.54499, 0.71642, 1.40635], [-2.89770, 0.43870, 0.41041], [-2.88605, -1.30715, 0.87304], [-3.07230, -0.80805, -0.83174], [-0.81502, 1.36469, -0.88551], [-0.53941, 0.02612, -2.08030]],
  "lumo_energy_ha": 0.0413,
  "de_lowest_kcal_mol": 126.1,
  "homo_lumo_gap_ev": 9.828,
  "multiplicity": 1
}